17 unconnected molecules or ions with the total composition F6H34NO15P in a non-equilibrium geometry. Source: OMol25; level of theory: ωB97M-V with the def2-TZVPD basis set.

Values from the calculation:
- Charge: +1
- Electronic energy: -58344.6606 eV
- Spin multiplicity: 2
- Highest occupied orbital energy (alpha / beta): -0.4605 / -0.4605 Ha
- LUMO level (alpha / beta): -3.71 / -10.50 eV
- Expectation value of S²: 0.759

Positions of all 57 atoms, in Å:
N -1.520 0.994 3.173
H -1.331 1.986 3.173
H -1.809 0.571 2.302
H -2.305 0.853 3.792
H -0.854 0.483 3.735
P -0.374 -0.522 -0.126
F 0.977 -1.376 -0.669
F 0.335 0.779 -0.894
F -1.245 -0.857 -1.449
F -1.673 0.349 0.334
F -1.088 -1.811 0.639
F 0.239 -0.166 1.324
O 2.076 1.283 3.521
H 3.018 1.438 3.597
H 1.879 1.451 2.599
O 3.017 1.187 -1.811
H 3.670 1.817 -2.114
H 2.575 0.895 -2.609
O -3.899 -1.731 0.432
H -4.168 -1.907 -0.470
H -2.951 -1.610 0.380
O -0.533 3.564 -2.967
H -0.289 3.468 -2.046
H -0.198 2.773 -3.388
O -3.639 2.170 -1.482
H -3.188 2.206 -0.639
H -4.569 2.147 -1.256
O 2.149 1.998 0.589
H 1.384 2.477 0.272
H 2.465 1.516 -0.176
O 0.295 -0.324 4.555
H 1.088 0.033 4.154
H 0.560 -0.555 5.446
O 0.276 -3.785 -2.176
H -0.099 -4.559 -1.755
H -0.395 -3.110 -2.078
O 2.266 -2.900 1.747
H 2.107 -2.908 0.803
H 2.709 -2.067 1.909
O -0.582 -3.488 2.992
H -1.290 -2.855 3.109
H -0.155 -3.222 2.178
O 0.199 3.701 -0.297
H 0.480 4.611 -0.204
H -0.498 3.598 0.351
O 3.910 -0.370 0.886
H 4.073 -0.259 -0.051
H 3.098 0.112 1.047
O -2.928 -2.110 -3.691
H -2.025 -1.992 -3.984
H -2.930 -2.963 -3.256
O 2.095 -0.587 -3.649
H 1.154 -0.745 -3.573
H 2.475 -1.025 -2.887
O -1.256 0.606 -3.458
H -2.081 0.196 -3.198
H -0.699 0.537 -2.683

***

C2H3NS2 in the gas phase in a non-equilibrium geometry. Source: OMol25; level of theory: ωB97M-V with the def2-TZVPD basis set.

Values from the calculation:
- Electronic energy: -25281.1726 eV
- SMILES: C1=NCSS1
- Spin multiplicity: 1
- Highest occupied orbital energy: -0.3193 Ha
- LUMO level: -1.36 eV
- Energy above the lowest of the compared OMol25 structures with the same formula, charge and spin: 32.2 kcal/mol

Positions of all 8 atoms, in Å:
C -1.359 0.058 0.899
C 0.751 0.368 -0.033
N -0.480 -0.246 0.078
S -1.249 1.527 1.805
S 0.824 2.090 0.550
H -2.246 -0.555 1.202
H 1.626 -0.100 0.476
H 1.104 0.646 -1.167

***

2 unconnected molecules or ions with the total composition C3H9ISi in a non-equilibrium geometry. Source: OMol25; level of theory: ωB97M-V with the def2-TZVPD basis set.

Values from the calculation:
- Electronic energy: -19234.1177 eV
- SMILES: C[SiH2]I.C=C
- Spin multiplicity: 1
- Highest occupied orbital energy: -0.3476 Ha
- LUMO level: 0.43 eV
- Energy above the lowest of the compared OMol25 structures with the same formula, charge and spin: 53.7 kcal/mol

Positions of all 14 atoms, in Å:
C -1.706 -1.293 -0.662
C -0.785 -2.221 -0.210
C 0.223 1.750 0.913
Si 1.480 1.176 -0.416
I 3.065 -0.735 0.098
H 0.662 2.480 1.693
H -2.776 -1.565 -0.573
H -1.531 -0.324 -1.076
H 0.158 -1.851 0.219
H -1.077 -3.239 0.073
H -0.030 0.878 1.409
H -0.705 2.338 0.679
H 2.459 2.134 -0.820
H 0.563 0.473 -1.328

***

2 unconnected molecules or ions with the total composition C4H11N2O in a non-equilibrium geometry. Source: OMol25; level of theory: ωB97M-V with the def2-TZVPD basis set.

Values from the calculation:
- Charge: +1
- Electronic energy: -9346.3923 eV
- Spin multiplicity: 1
- Highest occupied orbital energy: -0.5377 Ha
- LUMO level: -3.24 eV
- Energy above the lowest of the compared OMol25 structures with the same formula, charge and spin: 56.8 kcal/mol

Positions of all 18 atoms, in Å:
O 3.111 1.765 -0.644
C 2.701 1.453 0.472
C 1.704 0.312 0.693
N 1.147 -0.193 -0.608
H 3.093 1.971 1.344
H 2.164 -0.514 1.240
H 0.837 0.735 1.226
H 0.173 -0.566 -0.396
H 1.069 0.593 -1.306
H 1.732 -0.917 -1.043
C -2.216 0.473 -0.106
C -2.080 -1.888 -0.150
N -1.428 -0.785 0.010
H -2.170 0.998 0.871
H -3.283 0.198 -0.338
H -1.825 1.080 -0.949
H -1.590 -2.871 0.063
H -3.140 -1.846 -0.377

***

2 unconnected molecules or ions with the total composition C7H13N2O2P in a non-equilibrium geometry. Source: OMol25; level of theory: ωB97M-V with the def2-TZVPD basis set.

Values from the calculation:
- Electronic energy: -23827.6118 eV
- Spin multiplicity: 1
- Highest occupied orbital energy (alpha / beta): -0.3213 / -0.2610 Ha
- LUMO level (alpha / beta): -0.10 / 0.08 eV
- Energy above the lowest of the compared OMol25 structures with the same formula, charge and spin: 99.1 kcal/mol

Positions of all 25 atoms, in Å:
C -1.502 1.228 0.260
C -2.138 2.093 -0.543
C 5.084 -0.097 0.079
C 0.078 1.350 0.239
C 0.100 -0.888 1.033
C -1.446 -1.053 0.901
C -1.850 -1.703 -0.480
N 4.138 0.695 0.266
N 0.602 -0.012 0.078
O -2.128 0.214 0.891
O -3.216 -1.967 -0.633
P 1.853 -0.305 -1.034
H -3.253 2.098 -0.609
H -1.710 2.934 -1.045
H 5.975 0.250 0.591
H 4.922 -1.022 -0.372
H 0.266 1.924 -0.541
H 0.289 1.925 1.219
H 0.219 -0.436 1.970
H 0.476 -1.812 0.839
H -2.024 -1.513 1.640
H -1.391 -2.590 -0.539
H -1.431 -0.853 -1.233
H -3.621 -1.188 -1.102
H 1.708 0.728 -1.876

***

2 unconnected molecules or ions with the total composition C5H14NO2 in a non-equilibrium geometry. Source: OMol25; level of theory: ωB97M-V with the def2-TZVPD basis set.

Values from the calculation:
- Charge: -1
- Electronic energy: -10996.8978 eV
- Spin multiplicity: 1
- Highest occupied orbital energy: -0.1233 Ha
- LUMO level: 3.69 eV
- Energy above the lowest of the compared OMol25 structures with the same formula, charge and spin: 16.3 kcal/mol

Positions of all 22 atoms, in Å:
C -0.615 -1.894 -0.666
N 0.337 -1.081 -1.428
C 0.445 0.298 -0.947
C 1.490 0.464 0.198
C 1.143 1.796 0.925
O 0.126 1.555 1.838
C -0.501 -3.352 -1.103
H -0.493 -1.779 0.418
H -1.600 -1.497 -0.919
H 1.217 -1.574 -1.477
H 0.765 0.920 -1.787
H -0.543 0.592 -0.600
H 1.212 -0.310 0.912
H 2.444 0.537 -0.335
H 1.982 2.180 1.543
H 0.927 2.521 0.109
H -1.165 -3.895 -0.421
H -0.919 -3.466 -2.099
H 0.500 -3.756 -0.975
H -2.487 2.586 1.752
H -1.107 1.951 1.220
O -2.136 2.156 0.962

***

2 unconnected molecules or ions with the total composition C4H15N2O. Source: OMol25; level of theory: ωB97M-V with the def2-TZVPD basis set.

Values from the calculation:
- Electronic energy: -9415.6452 eV
- Spin multiplicity: 2
- Highest occupied orbital energy (alpha / beta): -0.1152 / -0.3382 Ha
- LUMO level (alpha / beta): 0.88 / 0.65 eV
- Expectation value of S²: 0.751
- Energy above the lowest of the compared OMol25 structures with the same formula, charge and spin: 35.5 kcal/mol

Positions of all 22 atoms, in Å:
N -0.702 0.254 -2.133
C -0.866 -1.109 -1.567
C 0.111 -1.399 -0.395
N 0.805 -0.216 0.091
C 0.477 0.200 1.452
C 1.230 -0.496 2.585
H -1.611 0.647 -2.513
H -0.006 0.235 -2.905
H -0.408 0.950 -1.427
H -1.903 -1.181 -1.246
H -0.624 -1.797 -2.385
H 0.793 -2.175 -0.729
H -0.460 -1.819 0.430
H 1.805 -0.320 -0.030
H -0.592 0.066 1.564
H 0.600 1.276 1.509
H 2.266 -0.685 2.309
H 1.206 0.145 3.460
H 0.749 -1.441 2.855
H -1.698 2.719 -0.401
H -0.441 3.519 -0.144
O -0.731 2.628 -0.379

***

C6H8BrNO in the gas phase in a non-equilibrium geometry. Source: OMol25; level of theory: ωB97M-V with the def2-TZVPD basis set.

Values from the calculation:
- Electronic energy: -79928.2384 eV
- SMILES: C=C=CO/C(N)=C(\C)Br
- Spin multiplicity: 1
- Highest occupied orbital energy: -0.3030 Ha
- LUMO level: 0.81 eV
- Energy above the lowest of the compared OMol25 structures with the same formula, charge and spin: 43.6 kcal/mol

Positions of all 17 atoms, in Å:
C 1.800 -0.212 -0.245
C 1.425 0.770 0.540
C -0.405 -0.248 -1.062
C -0.902 -1.674 0.920
C 1.212 1.790 1.290
C -1.198 -0.598 -0.041
N -0.605 0.829 -1.855
O 0.800 -0.810 -1.188
Br -2.937 0.235 0.190
H 2.793 -0.604 -0.437
H -1.090 -1.415 1.940
H -1.434 -2.518 0.631
H 0.176 -1.982 0.602
H 1.530 2.730 0.687
H 0.918 1.889 2.346
H -1.414 1.293 -1.533
H -0.668 0.526 -2.786